C34H39BrCrN4O2P2 | ωB97M-V/def2-TZVPD

Element x y z (Å)
Cr  2.28469  0.20426  -1.19436
C  7.38961  1.54247  0.62879
C  6.70819  2.12594  1.61769
C  6.40084  3.58492  1.71091
C  6.08122  4.29980  0.39010
C  5.21451  3.58075  -0.61846
C  5.62935  2.61421  -1.44755
C  7.08945  2.44788  -1.76537
C  8.01374  2.22178  -0.55218
C  0.22848  -0.14638  -1.56739
H  7.68097  0.49666  0.72302
H  6.52518  1.57511  2.53838
H  7.27545  4.08016  2.16027
H  5.58039  3.73797  2.41942
H  5.55343  5.24459  0.62810
H  7.02113  4.60814  -0.10689
H  4.26555  4.10863  -0.81203
H  4.94811  2.06037  -2.09895
H  7.40159  3.38474  -2.27218
H  7.23822  1.64105  -2.49932
H  8.87455  1.61076  -0.86868
H  8.42389  3.19791  -0.25954
H  0.07266  -1.24152  -1.63206
H  -0.11175  0.31115  -2.51427
H  -0.45496  0.20278  -0.77580
P  1.30881  2.34418  -0.78381
P  1.50502  0.83237  1.64969
N  2.01377  2.65803  -2.37198
N  -0.12429  3.29324  -0.80101
N  3.03636  -0.03451  1.34002
N  1.46229  0.24611  3.29012
C  2.31289  3.18190  0.47411
C  2.17464  2.52134  1.85694
C  2.43454  1.52295  -3.11418
C  2.76123  1.92324  -4.39326
C  2.66788  3.35797  -4.40851
C  2.21183  3.77625  -3.15862
C  -1.21114  2.97153  -1.62859
C  -2.20662  3.90916  -1.41725
C  -1.73333  4.83432  -0.41969
C  -0.45298  4.43652  -0.05966
C  3.09995  -1.04880  0.26901
C  4.51229  -1.30274  0.10067
C  5.21696  -0.64282  1.08960
C  4.30522  0.13982  1.81203
C  2.40390  -0.01078  4.29091
C  1.72342  -0.29612  5.46181
C  0.32458  -0.25056  5.18008
C  0.19263  0.08552  3.85488
H  2.16039  4.27495  0.44840
H  3.32561  2.97826  0.10583
H  3.14094  2.54785  2.36195
H  1.46545  3.06201  2.50112
H  2.27467  0.44430  -2.85766
H  3.01940  1.28834  -5.23633
H  2.91489  3.98415  -5.23717
H  2.04095  4.75361  -2.75320
H  -1.18183  2.09359  -2.25002
H  -3.15742  3.95115  -1.91086
H  -2.24760  5.68138  -0.00971
H  0.25476  4.83577  0.64800
H  2.40863  -1.90630  0.38130
H  4.92281  -1.90684  -0.70460
H  6.27205  -0.70348  1.35065
H  4.52162  0.72573  2.69189
H  3.45907  0.01540  4.09959
H  2.16576  -0.49743  6.42452
H  -0.50717  -0.43443  5.84788
H  -0.66830  0.17972  3.22000
Br  -0.29351  -4.11339  -0.53659
C  -1.77465  -3.86553  0.57719
C  -2.69765  -4.89980  0.74794
C  -3.89125  -4.67117  1.43428
C  -4.17659  -3.39001  1.91392
C  -3.24061  -2.36949  1.75612
C  -1.99230  -2.60338  1.16273
C  -0.98873  -1.47002  1.20368
O  -1.50890  -0.33055  1.45566
O  0.24738  -1.66473  1.01995
H  -2.51258  -5.87758  0.33367
H  -4.60643  -5.47863  1.56044
H  -5.13171  -3.17962  2.41011
H  -3.44983  -1.36810  2.12670

Computed properties:
Spin multiplicity: 5
Molecular weight in g/mol: 729.560
Net charge: 0
LUMO energy (spin up / spin down) in hartree: -0.0211 / -0.0233
Calculated total energy in Ha: -5989.43099
Energy above the lowest of the compared OMol25 structures with the same formula, charge and spin in kcal/mol: 0.0

Here are the Mulliken charges for atoms 1 to 5, given in e: 0.08, -0.43, -0.44, -0.93, -1.31